DFT (wB97M-V/def2-TZVPD) results for a molecular structure, C45H94AsF12N9OP2 in a non-equilibrium geometry.

Properties
- HOMO-LUMO gap (hartree) = 0.3641
- total charge = +4
- E_HOMO (eV) = -17.25

XYZ file:
```
164
Properties=species:S:1:pos:R:3:forces:R:3:mulliken_charge:R:1
As -0.568582 -0.218427 -1.203485 0.1 0.3 -0.2 2.212
P 2.153157 1.777071 3.018973 -0.4 -0.3 0.1 0.725
P -0.691709 -0.073800 -6.014857 -0.8 -0.8 -2.1 1.493
F -0.793487 0.905561 -4.710477 0.3 -0.4 0.1 -0.562
F -2.300058 -0.339074 -5.943338 -0.1 0.3 0.2 -0.376
F 0.616540 -0.421532 -2.429938 -0.1 -0.1 -0.2 -0.374
F -1.878141 -0.958668 -2.035627 0.2 -0.5 -0.4 -0.521
F -0.952853 1.176154 -6.985137 0.3 0.4 0.5 -0.422
F -1.049499 1.293853 -1.883012 -0.1 0.3 0.2 -0.340
F 0.602724 0.622175 -0.222735 -0.1 0.1 0.3 -0.519
F -0.558993 -0.997159 -7.328520 -0.1 -0.2 0.1 -0.373
F -0.521622 -1.417529 -5.124017 0.6 0.4 0.8 -0.357
F -0.009202 -1.714220 -0.510769 -0.3 -0.3 0.2 -0.454
F -1.752923 -0.045276 0.106258 0.3 0.0 0.5 -0.733
F 0.930560 0.141935 -6.081520 -0.1 0.3 0.8 -0.345
O -4.502708 -0.056720 -0.103702 -0.1 0.0 -0.2 -0.051
N -1.532814 -3.772635 3.149085 -0.2 -0.3 -0.2 0.290
N 2.485315 -4.159392 -3.714440 -0.2 -0.1 0.1 0.256
N 3.746099 1.872979 -5.053747 0.1 -0.3 0.1 0.173
N -4.377178 2.321199 -3.845587 -0.3 -0.5 0.7 0.356
N -0.687795 -5.086720 4.649659 0.1 0.6 0.4 0.206
N 3.084732 3.003941 -3.361193 0.0 -0.1 0.6 0.450
N 3.683958 -5.844258 -3.100069 0.5 0.1 0.5 0.168
N -6.966462 1.299115 1.224576 0.4 0.8 0.1 -0.047
N -5.109777 0.382747 -4.407387 0.4 -0.7 0.5 0.340
C 4.391755 3.368566 -3.590795 -0.3 0.4 0.1 -0.422
C 4.700547 -6.903656 -3.094999 -0.1 -1.0 -0.8 -0.710
C -2.170200 3.044338 1.284626 -0.2 0.4 -0.6 -0.295
C 3.730080 0.988734 -6.218755 0.7 -0.4 0.1 -0.606
C 1.865752 -3.152750 -4.570867 -0.4 -0.3 -0.9 -0.695
C -8.448482 1.421346 1.019217 0.5 -0.7 -0.5 -0.786
C 1.467732 0.102689 3.101785 -0.3 -0.1 0.5 -0.603
C -0.467199 -7.094766 6.080016 -0.4 -0.2 -0.8 -1.276
C -1.634399 3.571024 2.603516 0.5 0.2 0.2 -1.276
C -1.669332 -4.341934 5.273963 0.6 -0.1 0.0 -0.503
C 1.288696 4.573364 -2.774510 -1.2 -0.2 1.1 -1.314
C 4.810940 2.640933 -4.639469 0.2 -0.3 -0.9 -0.687
C 2.235465 -4.357743 -2.371234 0.1 0.7 -0.7 -0.346
C 2.517704 -1.011143 3.176850 -0.2 0.1 -1.6 -0.705
C 2.563018 2.277798 4.706283 0.2 0.6 -0.4 -0.955
C -6.642971 1.819191 2.588432 0.0 -0.3 0.0 -0.850
C -3.491301 3.414832 -3.481527 0.9 0.4 -0.7 -0.953
C 3.353839 -5.068602 -4.120256 0.2 0.1 -0.4 0.062
C 4.614845 1.527082 -0.352480 -0.3 0.4 -1.2 -0.528
C 3.044850 -5.369202 -1.983239 -0.6 -0.1 0.5 -0.901
C -6.564205 -0.142681 1.077666 0.0 -0.2 0.4 -0.973
C 3.300146 3.632219 4.764559 0.1 -0.5 -0.2 -0.582
C -5.728687 2.449257 -4.094780 0.4 0.7 -0.5 -0.478
C -6.279074 2.187522 0.235185 -0.5 0.0 -0.4 -0.861
C -5.159228 -1.068631 -4.532392 -0.8 -0.5 -0.2 -0.911
C 2.723775 2.080167 -4.239867 -0.2 0.0 -0.5 -0.539
C -4.049126 1.038238 -3.972171 0.4 0.6 -0.2 0.017
C -5.082428 -0.442918 1.126755 0.8 0.2 -0.3 -0.224
C -3.268570 3.638846 -1.996122 -0.4 0.2 -0.4 -0.272
C 4.286591 5.352073 6.324942 0.1 0.5 0.1 -1.363
C -0.453014 2.765665 3.170494 -0.5 -0.7 -0.6 -0.467
C 5.800961 0.755431 0.195961 -0.3 -0.1 0.5 -1.427
C -6.174284 1.249313 -4.514094 -0.1 -0.2 0.1 -0.776
C 1.887377 -2.386884 3.311063 -0.1 -0.6 1.0 0.358
C 6.110500 -6.411822 -2.882821 0.5 0.1 0.3 -1.011
C 3.351291 1.473650 0.501180 0.5 -0.3 0.7 0.798
C 0.862944 2.896408 2.395970 0.4 0.1 0.6 -0.372
C 3.633318 1.825543 1.971155 -1.0 0.0 0.1 -1.249
C 2.254183 3.522569 -2.277605 0.1 0.3 0.1 0.071
C 3.530867 4.044880 6.204994 0.2 -0.1 0.6 -0.489
C 0.262465 -5.988996 5.334194 -0.5 0.1 0.5 -0.320
C -1.698735 -3.080664 1.867942 0.2 -0.5 -0.2 -0.900
C 2.928243 -3.505494 3.423193 0.0 0.2 0.3 -1.522
C -2.232760 -3.572014 4.318239 -0.1 0.8 0.0 -0.414
C -0.616281 -4.695009 3.391344 0.2 -0.9 -0.3 -0.246
H 0.025408 -5.171033 2.668587 0.1 0.3 -0.1 0.528
H 2.579209 4.052803 6.744824 -0.1 0.3 -0.1 0.435
H -3.138350 3.504292 1.061840 0.0 -0.1 0.2 0.491
H -6.181864 3.423309 -4.032607 -0.2 -0.1 -0.2 0.545
H -5.510706 -1.325067 -5.529562 0.2 0.0 -0.1 0.356
H 6.215019 1.210921 1.098215 -0.1 0.1 0.0 0.297
H 4.881462 2.547809 -0.649635 0.1 0.1 0.5 0.348
H -1.005212 -6.753944 6.960761 0.3 0.1 0.2 0.378
H -2.542384 -3.493232 1.316713 -0.4 0.4 0.3 0.442
H 5.345925 5.193524 6.120444 0.0 0.1 -0.2 0.344
H 2.437640 -3.093362 -5.495531 0.3 0.4 0.2 0.269
H -4.581040 0.060501 1.965076 -0.1 0.0 0.0 0.279
H -0.772480 1.718939 3.055361 0.1 0.0 0.5 0.111
H -7.061971 -0.642843 1.909226 -0.1 -0.2 -0.2 0.373
H 4.373555 -7.697523 -2.422265 0.1 0.5 0.6 0.407
H -1.314683 4.614474 2.519911 -0.2 0.0 -0.1 0.393
H -3.018388 -2.841883 4.396643 0.0 0.0 0.0 0.464
H 4.250067 3.500525 4.237536 0.1 0.2 0.1 0.319
H 3.273265 -0.792043 3.932255 -0.1 -0.2 0.2 0.422
H 0.890002 -3.478156 -4.932644 -0.1 0.0 0.5 0.378
H 2.921088 3.922345 -1.512117 0.2 0.1 -0.2 0.357
H -7.131490 1.193012 3.331607 0.0 0.0 0.0 0.362
H -3.884048 4.267269 -4.038121 -0.1 0.3 0.5 0.501
H 3.739075 -3.312645 2.719236 0.0 -0.2 -0.1 0.421
H 3.777574 -5.103223 -5.110460 -0.1 -0.2 0.0 0.400
H -4.927859 -1.516643 1.271212 -0.4 0.0 0.2 0.454
H 1.765359 1.593887 -4.358666 -0.1 0.0 0.2 0.789
H -3.064068 0.646427 -3.767884 0.0 -0.2 -0.2 0.254
H 3.178005 -5.773057 -0.996108 0.1 -0.3 -0.1 0.474
H -7.017502 2.835507 2.663207 0.0 0.0 0.0 0.422
H 3.956004 2.867601 2.036862 0.5 -0.2 0.2 0.764
H -1.566867 3.331747 0.418733 0.3 -0.2 0.2 0.105
H 3.213477 1.542122 5.181587 -0.2 -0.3 0.0 0.668
H 0.822211 5.048212 -1.903525 0.4 0.2 0.1 0.421
H 3.312208 0.025837 -5.948369 -0.4 0.1 0.0 0.196
H 5.732369 2.592008 -5.192804 0.1 0.2 0.2 0.505
H 2.997079 0.442996 0.419878 -0.3 0.1 0.2 -0.180
H 0.730469 -0.014564 2.301049 0.4 -0.2 -0.3 -0.186
H -4.209484 -1.545398 -4.319171 0.3 0.4 -0.2 0.275
H -6.568758 1.850056 -0.758729 0.2 0.0 0.0 0.462
H 6.488971 -5.828786 -3.723145 -0.2 0.0 -0.1 0.332
H 2.565053 2.143446 0.159595 0.1 -0.1 -0.3 -0.678
H 6.626875 0.670881 -0.504684 -0.1 0.0 -0.2 0.440
H -6.952798 -0.495742 0.124221 -0.1 0.0 0.0 0.410
H -0.315377 3.017553 4.222050 0.0 -0.1 0.0 0.341
H -5.882600 -1.479089 -3.825610 0.0 0.2 0.0 0.365
H 1.236617 -2.367857 4.198203 0.1 -0.2 0.0 0.400
H 1.757167 -2.198856 -4.068101 0.1 0.0 0.1 0.102
H -2.296547 1.960632 1.254960 0.1 0.0 0.1 -0.070
H 4.766839 0.789813 -6.484481 0.0 0.2 -0.2 0.339
H 0.732113 2.685275 1.333783 0.0 0.2 0.0 -0.101
H -4.162776 4.103267 -1.577787 0.1 -0.1 0.4 0.467
H 3.038804 -1.034081 2.210242 0.2 0.2 0.2 0.163
H 2.495786 -4.487138 3.224257 0.0 0.0 -0.2 0.334
H 4.630131 -7.449683 -4.040995 0.0 0.5 -0.2 0.360
H 0.913378 -6.387424 4.562348 0.2 0.0 0.1 0.334
H 4.242021 5.783564 7.324481 -0.1 -0.2 0.1 0.397
H 0.407537 4.081426 -3.191956 0.3 0.1 -0.8 0.232
H 3.906150 6.126060 5.654904 0.0 -0.1 -0.1 0.346
H 4.836345 4.194101 -3.064581 0.2 -0.2 0.1 0.571
H -2.437681 3.553490 3.341738 0.1 0.0 0.1 0.428
H -8.711719 2.470751 0.964093 -0.2 0.0 0.3 0.370
H 1.516520 -3.700216 -1.911362 0.1 -0.2 0.4 0.667
H 1.229236 -2.669091 2.483827 0.1 0.7 -0.3 -0.421
H 2.759758 4.420317 4.231871 -0.1 0.0 0.1 0.288
H 1.303874 3.881291 2.587589 -0.2 0.1 -0.5 0.746
H -5.566008 1.792822 2.714209 0.0 0.1 0.1 0.304
H 3.369577 -3.573080 4.418502 0.0 0.2 0.0 0.320
H 6.788410 -7.259725 -2.782962 -0.1 -0.1 0.0 0.371
H -1.218497 -7.526597 5.413302 0.1 -0.2 0.0 0.379
H 1.610767 2.348003 5.236943 0.1 -0.2 0.2 0.723
H -7.116556 0.954630 -4.939817 -0.1 -0.1 0.2 0.548
H 3.202300 1.448819 -7.046415 -0.1 -0.1 0.0 0.303
H -1.708225 -4.291063 6.348488 -0.5 -0.3 0.0 0.443
H -2.520479 3.277197 -3.962574 -0.1 -0.6 0.0 0.122
H -8.923033 0.849905 1.810279 -0.3 0.3 0.1 0.407
H 5.451815 -0.245995 0.474233 0.3 0.0 -0.1 0.310
H 0.793716 -5.364982 6.052058 0.4 0.0 -0.2 0.306
H 4.302577 1.112503 2.455296 0.4 0.3 -0.1 0.569
H -8.653512 0.948584 0.060237 -0.2 0.1 0.0 0.381
H -5.204750 2.142823 0.352674 0.0 0.0 0.1 0.101
H 0.862164 0.053831 4.016896 0.1 0.3 0.0 0.918
H -0.851706 -3.297299 1.219855 0.2 0.1 0.3 0.137
H -6.671183 3.192424 0.376358 0.1 0.0 0.1 0.454
H -2.969412 2.729376 -1.481054 -0.3 -0.2 0.0 -0.269
H 6.233077 -5.810377 -1.980205 -0.2 0.0 0.0 0.313
H 1.747212 2.684533 -1.805986 -0.2 -0.1 -0.2 -0.279
H 4.308650 1.097127 -1.316222 0.2 -0.2 0.0 0.271
H -3.566779 -0.319044 -0.155137 -0.2 0.1 0.1 0.096
H 1.723012 5.351800 -3.391603 0.0 -0.1 -0.2 0.394
H 4.131463 3.301935 6.740863 -0.1 -0.3 -0.2 0.308
H 0.243761 -7.878549 6.326786 0.0 0.0 0.3 0.386
H -1.719605 -2.014664 2.067518 -0.3 0.1 -0.3 0.349
H -2.428640 4.321566 -1.901082 -0.1 0.3 0.1 0.436
```
Positions in Å, forces in eV/Å.